{
  "formula": "C18H14F9I2N2O3Ti",
  "method": "the ωB97M-V functional and the def2-TZVPD basis",
  "symbols": ["Ti", "C", "C", "C", "C", "N", "C", "C", "C", "C", "C", "C", "C", "H", "H", "H", "H", "H", "H", "H", "H", "I", "C", "I", "H", "H", "N", "C", "C", "O", "O", "H", "H", "H", "H", "F", "C", "F", "F", "C", "O", "C", "F", "F", "F", "C", "F", "F", "F"],
  "xyz": [[-0.29488, -0.16735, 0.75776], [-4.01331, -1.79294, 2.59922], [-4.55652, -2.54843, 1.56920], [-3.85205, -2.66934, 0.38816], [-2.63039, -2.01539, 0.24119], [-2.14376, -1.22985, 1.22380], [-2.81235, -1.15267, 2.37680], [-1.78005, -2.10453, -0.94894], [-2.01398, -3.00630, -1.98712], [-1.16720, -3.02867, -3.08087], [-0.10203, -2.14114, -3.14931], [0.13570, -1.25698, -2.10609], [-0.68072, -1.23145, -0.97728], [-4.50276, -1.69211, 3.55642], [-5.51235, -3.04116, 1.68643], [-4.24468, -3.27068, -0.41783], [-2.36279, -0.56562, 3.16306], [-2.84421, -3.69953, -1.94596], [-1.34062, -3.73499, -3.88207], [0.54916, -2.14523, -4.01443], [0.98133, -0.58238, -2.18001], [0.99295, -2.34028, 1.69550], [3.57165, -1.31039, -0.94138], [4.13481, -0.01629, -2.41552], [2.90307, -2.11159, -1.20907], [4.20032, -1.38315, -0.06994], [-1.45131, 1.35148, -0.70452], [-0.40640, 2.23730, -1.24319], [1.00565, 1.73997, -0.87916], [1.97388, 2.26057, -1.35965], [0.99873, 0.73725, -0.02849], [-1.96691, 0.91761, -1.45838], [-2.10155, 1.85099, -0.10969], [-0.48929, 3.24644, -0.84173], [-0.45184, 2.30779, -2.32875], [0.70736, 1.93679, 4.87753], [0.32843, 1.27009, 3.79415], [-0.09582, 0.05643, 4.17151], [1.41221, 1.07082, 3.02671], [-0.78424, 1.95923, 2.94787], [-1.14985, 1.16438, 1.89101], [-2.04949, 2.22586, 3.84077], [-3.14170, 2.21242, 3.06898], [-2.21178, 1.27075, 4.77145], [-2.01433, 3.39636, 4.48013], [-0.25917, 3.33745, 2.42709], [0.12322, 4.17774, 3.38618], [-1.22396, 3.93033, 1.70024], [0.78896, 3.16805, 1.61270]],
  "forces_ev_per_angstrom": [[-0.881, -0.987, 0.751], [0.027, -0.032, -0.054], [0.093, 0.048, 0.007], [0.026, -0.028, 0.011], [-0.193, -0.118, 0.132], [-0.583, -0.348, -0.347], [-0.057, 0.055, 0.242], [0.113, 0.166, -0.212], [-0.012, 0.115, 0.069], [-0.026, -0.046, -0.067], [-0.053, -0.007, 0.006], [0.043, 0.202, -0.003], [-0.244, -0.757, -0.382], [-0.018, 0.009, 0.000], [0.003, -0.026, 0.022], [0.018, 0.021, -0.035], [0.045, 0.070, -0.089], [0.000, -0.008, 0.013], [0.001, 0.005, -0.005], [0.032, 0.010, 0.017], [0.069, -0.077, 0.000], [-0.127, 0.469, -0.003], [0.165, -0.051, -0.168], [0.046, -0.219, 0.048], [-0.079, 0.037, 0.005], [-0.026, 0.088, 0.040], [0.166, -0.029, 0.134], [0.238, -0.219, 0.115], [-0.262, 1.212, -1.103], [-0.159, -0.233, 0.417], [1.490, 0.539, -0.255], [-0.009, -0.118, 0.042], [0.030, 0.027, 0.045], [-0.048, -0.013, 0.005], [-0.009, 0.014, 0.016], [-0.180, 0.207, 0.046], [0.071, -0.501, -0.228], [0.077, 0.030, 0.064], [-0.073, 0.102, 0.026], [0.041, 0.133, -0.014], [0.537, 0.468, 0.996], [-0.262, -0.124, -0.074], [0.047, 0.096, 0.078], [-0.041, 0.086, -0.084], [0.033, -0.086, -0.003], [0.112, -0.021, -0.270], [-0.030, -0.086, -0.020], [-0.059, -0.011, 0.116], [-0.089, -0.065, -0.048]],
  "lowdin_spin": [0.00, 0.00, 0.00, 0.00, 0.00, 0.00, 0.00, 0.00, 0.00, 0.00, 0.00, 0.00, 0.00, 0.00, 0.00, 0.00, 0.00, 0.00, 0.00, 0.00, 0.00, 0.01, 0.74, 0.16, 0.04, 0.04, 0.00, 0.00, 0.00, 0.00, 0.01, 0.00, 0.00, 0.00, 0.00, 0.00, 0.00, 0.00, 0.00, 0.00, 0.00, 0.00, 0.00, 0.00, 0.00, 0.00, 0.00, 0.00, 0.00],
  "e_above_lowest_kj_mol": 39.8,
  "total_energy_ha": -3373.340487,
  "multiplicity": 2,
  "orbital_gap_ev": [6.76, 7.89],
  "s2": 0.756
}



{
  "formula": "C18H14FN3O4",
  "method": "the ωB97M-V functional and the def2-TZVPD basis",
  "symbols": ["O", "N", "O", "C", "C", "C", "C", "C", "F", "C", "C", "C", "C", "N", "O", "O", "C", "C", "C", "C", "H", "H", "H", "H", "H", "H", "H", "H", "H", "C", "C", "C", "N", "C", "C", "H", "H", "H", "H", "H"],
  "xyz": [[2.89322, -5.39769, -2.82577], [3.39552, -4.26486, -2.63073], [4.44473, -3.89858, -3.19701], [2.73264, -3.37264, -1.72801], [3.19002, -2.06972, -1.45781], [2.65578, -1.34585, -0.37150], [1.53544, -1.82785, 0.37252], [0.65606, -0.79399, 1.10014], [0.07458, -0.11513, 0.00389], [-0.60405, -1.12616, 1.90759], [-1.85223, -1.41373, 1.24870], [-3.06554, -1.44564, 1.94751], [-3.09387, -1.17569, 3.31887], [-4.24837, -1.63422, 4.02564], [-4.35562, -1.48675, 5.25717], [-5.12268, -2.22810, 3.34077], [-1.95623, -0.62006, 3.91334], [-0.72893, -0.63320, 3.22847], [1.01743, -3.08875, -0.00413], [1.56125, -3.80520, -1.08985], [4.00508, -1.70198, -2.08863], [3.06702, -0.35684, -0.15623], [1.27220, -0.04476, 1.63043], [-1.92719, -1.48799, 0.15649], [-4.02762, -1.67515, 1.46510], [-2.09428, -0.16469, 4.90109], [0.13354, -0.18276, 3.68391], [0.15302, -3.48561, 0.52743], [1.12830, -4.73307, -1.46352], [-0.38464, 5.96887, -2.94761], [-0.39782, 6.11535, -1.55945], [0.11350, 5.02771, -0.81961], [0.76969, 4.04981, -1.45282], [0.38865, 3.72896, -2.70728], [-0.10655, 4.73929, -3.56593], [-0.62953, 6.81642, -3.57032], [-0.78359, 6.97076, -1.01549], [-0.01116, 4.95535, 0.25612], [0.46424, 2.70115, -3.02594], [-0.26201, 4.50299, -4.60753]],
  "forces_ev_per_angstrom": [[0.801, 2.236, 0.592], [1.145, -1.981, -2.488], [-1.829, -0.229, 1.251], [-1.619, 1.537, 1.545], [0.562, -0.590, 0.561], [-0.557, -0.340, -0.339], [0.037, -0.549, -1.333], [-0.187, -0.093, -0.434], [0.449, 0.459, -0.200], [-1.656, 0.737, 0.457], [0.319, 0.293, 0.192], [0.355, -0.289, -0.213], [1.842, -0.010, -1.316], [-3.173, -0.858, 1.241], [0.702, 0.052, -2.143], [1.689, 1.210, 1.465], [-0.355, -0.312, 0.463], [-0.621, -0.323, -0.641], [0.302, 0.461, -0.440], [0.434, -0.305, 0.545], [-0.193, 0.062, 0.547], [-0.235, -0.249, -0.120], [-0.242, -0.457, -0.091], [0.395, -0.251, 0.550], [0.814, -0.037, 0.106], [0.459, -0.463, -0.260], [0.204, 0.052, 0.280], [0.084, 0.101, -0.293], [0.064, 0.150, 0.501], [-0.067, 0.269, -0.483], [0.184, -1.363, 0.283], [0.563, 1.019, -1.645], [-2.162, -2.326, 0.798], [0.345, 2.418, -0.093], [0.176, -0.697, 1.784], [-0.252, 0.089, -0.057], [-0.041, 0.054, -0.416], [0.671, 0.261, 0.052], [0.735, -0.087, -0.125], [-0.142, 0.348, -0.080]],
  "mulliken_charge": [-0.57, 0.93, -0.57, -0.02, -0.48, -0.69, 0.60, -0.13, -0.33, 0.36, -0.19, -0.37, -0.18, 0.90, -0.56, -0.56, -0.54, -0.56, -0.22, -0.56, 0.43, 0.35, 0.49, 0.39, 0.41, 0.41, 0.37, 0.46, 0.43, -0.20, -0.38, -0.16, -0.48, -0.15, -0.40, 0.36, 0.35, 0.35, 0.36, 0.36],
  "e_above_lowest_kj_mol": 68.6,
  "total_energy_ha": -1259.138496,
  "multiplicity": 1,
  "orbital_gap_ev": 8.02,
  "smiles": "O=[N+]([O-])c1ccc(C(F)c2ccc([N+](=O)[O-])cc2)cc1.c1ccncc1"
}



{
  "formula": "C18H14N2O3",
  "method": "the ωB97M-V functional and the def2-TZVPD basis",
  "symbols": ["N", "C", "C", "C", "C", "C", "C", "C", "C", "O", "O", "N", "C", "C", "C", "C", "C", "C", "C", "C", "O", "C", "C", "H", "H", "H", "H", "H", "H", "H", "H", "H", "H", "H", "H", "H", "H"],
  "xyz": [[-5.74629, -3.07981, 0.65970], [-4.86386, -2.41333, 0.35734], [-3.77762, -1.58807, -0.01280], [-2.48493, -2.10795, -0.06274], [-1.43072, -1.29000, -0.41449], [-1.63356, 0.05493, -0.71176], [-0.45741, 0.92469, -1.10517], [-0.66219, 2.41838, -0.77717], [-1.31768, 2.68210, 0.55867], [-1.15769, 2.05799, 1.57213], [-2.11876, 3.75219, 0.49477], [0.78888, 0.42574, -0.58282], [1.12445, 0.34858, 0.82153], [2.46451, -0.31397, 0.80090], [3.30257, -0.67021, 1.83797], [4.51166, -1.27564, 1.52528], [4.87603, -1.51749, 0.20727], [4.03811, -1.16022, -0.83611], [2.83228, -0.55728, -0.52222], [1.75139, -0.08528, -1.40919], [1.67395, -0.11921, -2.62005], [-2.93149, 0.55644, -0.68931], [-3.99586, -0.25048, -0.33995], [-2.31625, -3.14829, 0.17265], [-0.43646, -1.70730, -0.47078], [-0.33016, 0.84214, -2.19770], [-1.25632, 2.90641, -1.54935], [0.31776, 2.90331, -0.76500], [-2.51734, 3.93747, 1.36023], [0.37492, -0.22253, 1.37966], [1.17104, 1.34485, 1.27430], [3.02558, -0.48497, 2.86490], [5.18130, -1.56409, 2.32202], [5.82375, -1.98989, -0.00354], [4.30380, -1.34041, -1.86605], [-3.12768, 1.58366, -0.95392], [-4.99971, 0.14750, -0.31920]],
  "forces_ev_per_angstrom": [[-0.280, -0.215, 0.095], [-0.425, -0.318, 0.148], [0.696, 0.553, -0.252], [-0.160, 0.043, 0.006], [-0.014, 0.091, -0.051], [-0.067, -0.206, -0.040], [0.081, 0.242, -0.168], [-0.099, -0.171, -0.064], [0.109, 0.008, 0.197], [0.062, -0.111, 0.043], [-0.350, 0.551, -0.235], [-0.191, 0.052, 0.073], [-0.095, 0.134, 0.411], [0.125, -0.109, -0.561], [-0.008, 0.005, 0.025], [-0.053, 0.035, 0.119], [0.070, -0.039, -0.123], [-0.141, 0.071, -0.039], [0.229, -0.102, 0.555], [-0.074, 0.060, -0.252], [0.140, -0.107, -0.199], [0.095, -0.114, -0.042], [-0.031, -0.147, 0.021], [-0.001, -0.057, 0.012], [0.102, -0.007, 0.033], [-0.041, 0.082, 0.282], [0.061, -0.004, 0.016], [-0.069, 0.025, -0.040], [0.209, -0.255, -0.003], [0.061, 0.063, -0.008], [-0.014, -0.128, -0.005], [-0.007, 0.009, 0.123], [0.057, -0.026, 0.061], [0.073, -0.038, -0.017], [0.035, -0.024, -0.116], [-0.031, 0.142, -0.008], [-0.053, 0.011, 0.006]],
  "mulliken_charge": [-0.51, 0.01, 0.50, -1.09, -0.27, 0.73, 0.03, -1.06, 0.44, -0.55, -0.46, 0.26, -0.63, 0.57, -0.68, -0.50, -0.50, -0.65, 0.08, 0.47, -0.73, -0.40, -1.12, 0.46, 0.46, 0.47, 0.49, 0.42, 0.36, 0.38, 0.35, 0.46, 0.39, 0.39, 0.50, 0.45, 0.46],
  "e_above_lowest_kj_mol": 0.0,
  "total_energy_ha": -1029.610440,
  "multiplicity": 1,
  "orbital_gap_ev": 9.86,
  "smiles": "N#Cc1ccc([C@@H](CC(=O)O)N2Cc3ccccc3C2=O)cc1"
}



{
  "formula": "C18H14N2O3S2",
  "method": "the ωB97M-V functional and the def2-TZVPD basis",
  "symbols": ["O", "C", "C", "O", "C", "O", "C", "C", "C", "C", "C", "C", "S", "N", "C", "N", "C", "C", "C", "C", "C", "C", "C", "C", "S", "H", "H", "H", "H", "H", "H", "H", "H", "H", "H", "H", "H", "H", "H"],
  "xyz": [[1.27425, -1.79115, -0.03594], [0.54518, -0.83217, -0.05545], [1.05911, 0.59664, -0.17183], [2.46737, 0.59426, -0.17292], [3.03803, 0.37216, 1.03879], [2.39132, 0.32351, 2.05745], [4.49029, 0.24399, 0.96725], [5.17465, 0.18682, -0.18671], [6.58977, 0.04725, -0.29758], [7.32407, -0.02889, -1.45817], [8.70400, -0.16002, -1.23542], [9.01689, -0.18297, 0.08996], [7.63489, -0.04747, 1.09311], [-0.81475, -1.00176, 0.02353], [-1.87900, -0.14254, -0.00163], [-3.08196, -0.58478, 0.08054], [-4.01829, 0.40798, 0.03203], [-5.43131, 0.05850, 0.10948], [-6.42778, 1.03093, 0.18428], [-7.75773, 0.66214, 0.25088], [-8.11433, -0.67666, 0.24457], [-7.13040, -1.64922, 0.17398], [-5.79924, -1.28692, 0.10761], [-3.48726, 1.66011, -0.09964], [-1.76677, 1.60749, -0.16169], [0.74585, 1.04669, -1.11669], [0.68636, 1.18756, 0.67528], [4.98684, 0.16875, 1.92421], [4.63518, 0.24428, -1.12267], [6.87554, 0.00805, -2.43483], [9.43458, -0.23443, -2.02079], [9.98612, -0.27327, 0.53941], [-1.09966, -1.97249, 0.12424], [-6.16421, 2.07730, 0.19626], [-8.52172, 1.42357, 0.30935], [-9.15525, -0.95947, 0.29625], [-7.40320, -2.69430, 0.17058], [-5.02417, -2.03484, 0.05268], [-3.98329, 2.60534, -0.16977]],
  "forces_ev_per_angstrom": [[0.122, -0.008, -0.001], [0.056, 0.208, -0.061], [0.116, -0.011, 0.278], [0.045, 0.019, -0.194], [-0.315, 0.076, 0.243], [0.123, -0.014, -0.185], [0.374, -0.059, -0.437], [-0.849, 0.084, 0.459], [1.023, -0.102, 0.083], [-0.508, 0.052, 0.388], [0.355, -0.032, 0.206], [-0.218, 0.016, 0.104], [-0.050, 0.009, -0.608], [-0.046, -0.791, 0.090], [-0.013, 1.231, -0.129], [0.129, -0.742, 0.070], [0.582, 1.008, -0.109], [-0.494, -0.207, 0.037], [0.124, -0.141, -0.010], [-0.068, 0.078, -0.007], [-0.047, -0.051, 0.004], [-0.123, -0.023, 0.004], [0.103, 0.143, -0.009], [-0.019, -0.338, 0.018], [-0.385, -0.600, 0.089], [0.019, -0.059, 0.093], [0.018, -0.100, -0.209], [-0.035, 0.000, 0.080], [-0.080, 0.007, -0.045], [-0.144, 0.014, -0.163], [0.141, -0.014, -0.098], [0.214, -0.022, 0.050], [0.113, 0.161, -0.038], [0.026, 0.119, 0.008], [-0.054, 0.057, 0.006], [-0.080, -0.021, 0.007], [-0.016, -0.080, -0.001], [0.038, -0.064, 0.001], [-0.173, 0.195, -0.016]],
  "mulliken_charge": [-0.64, 0.88, -1.15, -0.34, 0.47, -0.62, -0.70, 0.23, 0.34, -0.53, -0.46, -0.45, -0.15, -0.10, 0.57, -0.51, -0.17, 1.00, -0.57, -0.60, -0.44, -0.55, -0.31, -0.55, -0.11, 0.60, 0.49, 0.32, 0.37, 0.42, 0.39, 0.43, 0.26, 0.25, 0.38, 0.38, 0.37, 0.45, 0.35],
  "e_above_lowest_kj_mol": 0.0,
  "total_energy_ha": -1825.948465,
  "multiplicity": 1,
  "orbital_gap_ev": 8.05,
  "smiles": "O=C(COC(=O)/C=C/c1cccs1)Nc1nc(-c2ccccc2)cs1"
}